No. 1
Density functional theory data (the ωB97M-V functional and the def2-TZVPD basis) for a cluster of 8 separate species, C8H32O8 in total in a non-equilibrium geometry.

Calculated values
electronic energy	-25190.395	eV
HOMO energy	-9.7	eV
SMILES	CO.CO.CO.CO.CO.CO.CO.CO
molar mass	256.336	g/mol
ΔE to the lowest compared entry with this formula, charge and spin	4.403	eV
HOMO-LUMO gap	9.9310	eV
LUMO energy	0.220	eV

Last columns: bonded neighbours and bond lengths (Å).
Geometry (Å):
1 O 15.9928 12.2682 -17.2621  C35 1.405, H42 0.960
2 H 12.3731 14.2781 -15.4294  C20 1.090
3 H 17.0410 6.4010 -11.1848  O36 0.960
4 H 16.6984 12.0944 -15.3623  C35 1.090
5 H 14.5909 9.7132 -12.7227  C25 1.090
6 H 17.7771 11.4915 -13.0943  C44 1.090
7 O 13.4466 9.8914 -10.0940  C15 1.418, H47 0.960
8 C 11.4638 7.2402 -11.2254  H17 1.090, O26 1.382, H37 1.090, H48 1.090
9 H 13.0418 11.6530 -9.0312  C15 1.090
10 H 14.2935 5.8735 -10.5951  C34 1.090
11 H 17.2118 10.4541 -11.7635  C44 1.090
12 H 13.1918 8.9026 -12.9812  C25 1.090
13 O 18.5848 9.5663 -13.0899  H33 0.960, C44 1.431
14 H 14.8613 7.0780 -11.6976  C34 1.090
15 C 12.6874 10.6293 -9.1510  O7 1.418, H9 1.090, H27 1.090, H30 1.090
16 C 9.8539 11.3351 -14.8716  H18 1.090, H19 1.090, O22 1.351, H29 1.090
17 H 12.5334 7.3499 -11.4046  C8 1.090
18 H 9.0235 10.8694 -14.3409  C16 1.090
19 H 10.1431 12.0821 -14.1324  C16 1.090
20 C 11.8142 13.8005 -16.2342  H2 1.090, H31 1.090, H39 1.090, O40 1.441
21 H 18.9225 11.1163 -11.8683  C44 1.090
22 O 10.8164 10.4260 -15.1400  C16 1.351, H41 0.960
23 O 13.0845 10.8883 -13.7434  C25 1.439, H28 0.960
24 H 14.1388 9.2981 -14.4336  C25 1.090
25 C 13.7962 9.6684 -13.4674  H5 1.090, H12 1.090, O23 1.439, H24 1.090
26 O 10.8208 8.4350 -10.9624  C8 1.382, H43 0.960
27 H 11.6404 10.5751 -9.4490  C15 1.090
28 H 12.2927 10.5560 -14.1725  O23 0.960
29 H 9.4994 11.8185 -15.7819  C16 1.090
30 H 12.8022 10.1460 -8.1808  C15 1.090
31 H 12.0268 14.3110 -17.1736  C20 1.090
32 H 14.9608 5.3412 -12.0981  C34 1.090
33 H 18.4428 8.7675 -12.5767  O13 0.960
34 C 15.0880 6.0844 -11.3110  H10 1.090, H14 1.090, H32 1.090, O36 1.407
35 C 15.9039 11.6854 -15.9864  O1 1.405, H4 1.090, H45 1.090, H46 1.090
36 O 16.3203 6.0902 -10.6320  H3 0.960, C34 1.407
37 H 11.0906 6.7008 -12.0960  C8 1.090
38 H 12.0683 11.9571 -15.6750  O40 0.960
39 H 10.7473 13.8978 -16.0335  C20 1.090
40 O 12.2378 12.4462 -16.4834  C20 1.441, H38 0.960
41 H 10.5081 9.9595 -15.9204  O22 0.960
42 H 15.3262 11.9232 -17.8606  O1 0.960
43 H 11.5988 8.9972 -10.9507  O26 0.960
44 C 18.0630 10.7041 -12.3968  H6 1.090, H11 1.090, O13 1.431, H21 1.090
45 H 15.9207 10.5956 -15.9945  C35 1.090
46 H 14.9449 11.9156 -15.5223  C35 1.090
47 H 14.3821 10.0825 -9.9944  O7 0.960
48 H 11.3500 6.6043 -10.3474  C8 1.090

=====

No. 2
Density functional theory data (the ωB97M-V functional and the def2-TZVPD basis) for a cluster of 14 separate species, C8H34ClF9N2O14PS in total in a non-equilibrium geometry.

Calculated values
electronic energy	-97589.734	eV
HOMO energy	-12.9	eV
total charge	+1
molar mass	651.836	g/mol
HOMO-LUMO gap	7.8618	eV
LUMO energy	-5.045	eV

Last columns: bonded neighbours and bond lengths (Å).
Geometry (Å):
1 N -2.6426 0.1434 0.1819  N11 1.323, C35 1.310
2 O 4.3779 -0.8666 -3.7798  H15 0.962, H37 0.962
3 H -1.2623 1.0156 3.0478  C10 1.080
4 O -7.6920 0.9075 -2.0784  H30 0.962, H32 0.963
5 O 0.8451 1.6509 3.5064  H43 0.970, P52 1.651
6 H 3.5140 4.0622 4.3739  O13 0.964
7 H -4.7290 2.6123 -3.8085  O61 0.961
8 H -3.2743 0.3595 2.0461  N11 1.015
9 H -0.8837 3.6647 -2.9683  O63 0.965
10 C -1.2919 0.8035 1.9894  H3 1.080, N11 1.327, C48 1.391
11 N -2.4489 0.4289 1.4590  N1 1.323, H8 1.015, C10 1.327
12 H -4.1015 3.8999 -0.4854  O67 0.964
13 O 3.4012 3.3924 3.6897  H6 0.964, H49 0.962
14 O -1.7973 4.3078 1.4906  H33 0.964, H44 0.971
15 H 3.9459 -1.7007 -3.9864  O2 0.962
16 H 1.5276 4.8321 2.5503  O39 0.965
17 O 4.8663 -4.0037 2.3368  H29 0.962, H50 0.964
18 C 0.8271 -2.6470 -0.6141  F28 1.350, S47 1.906, F65 1.345, C70 1.560
19 H 0.6471 3.7963 3.2379  O39 0.958
20 O 4.5357 -7.2078 2.6098  H27 0.963, H64 0.961
21 H -4.7808 -0.5357 -0.3499  O34 0.961
22 O 3.7723 1.9656 -1.0758  H38 0.964, H45 0.964
23 F 1.7277 -4.1148 1.2293  S47 1.588
24 H 1.5265 -0.2186 -2.9430  C31 1.091
25 H 1.7747 0.8041 -0.5922  C69 1.087
26 H -1.7675 2.5012 -2.5880  O63 0.964
27 H 4.4612 -6.2757 2.3810  O20 0.963
28 F 0.7836 -1.9939 0.5665  C18 1.350
29 H 4.1367 -3.7016 1.7872  O17 0.962
30 H -8.3631 1.4731 -1.6852  O4 0.962
31 C 0.9310 -0.5481 -2.0901  H24 1.091, H68 1.085, C69 1.532, C70 1.518
32 H -8.0322 0.0138 -1.9605  O4 0.963
33 H -1.7994 4.4463 0.5366  O14 0.964
34 O -5.7199 -0.4799 -0.5439  H21 0.961, H36 0.965
35 C -1.5862 0.2203 -0.5884  N1 1.310, C55 1.416, H59 1.081
36 H -5.8121 0.0904 -1.3165  O34 0.965
37 H 4.2652 -0.7610 -2.8299  O2 0.962
38 H 3.7055 2.5153 -1.8646  O22 0.964
39 O 0.6416 4.6954 2.9076  H16 0.965, H19 0.958
40 F 2.9046 -4.0293 -0.6573  S47 1.581
41 O -2.1351 -2.6950 2.2016  H46 0.958, H58 0.963
42 F 2.0789 -2.4906 -2.6460  C70 1.354
43 H 1.2337 1.0076 4.1193  O5 0.970
44 H -0.8957 4.5224 1.7786  O14 0.971
45 H 4.7200 1.9374 -0.9030  O22 0.964
46 H -2.0101 -1.8172 1.8380  O41 0.958
47 S 1.4189 -4.4307 -0.2955  C18 1.906, F23 1.588, F40 1.581, F53 1.573, F56 1.564, F57 1.589
48 C -0.1547 0.8940 1.1934  C10 1.391, P52 1.861, C55 1.386
49 H 2.6202 2.9028 3.9648  O13 0.962
50 H 5.3830 -4.5818 1.7642  O17 0.964
51 F 2.7978 -1.3677 -0.9134  C70 1.358
52 P 1.4225 1.5084 1.9667  O5 1.651, C48 1.861, Cl60 2.016
53 F 1.1070 -4.7897 -1.7949  S47 1.573
54 H -3.6661 3.1504 -2.8372  O61 0.966
55 C -0.2905 0.5876 -0.1517  C35 1.416, C48 1.386, C69 1.489
56 F 1.8756 -5.9071 -0.0528  S47 1.564
57 F -0.0623 -4.8279 0.1196  S47 1.589
58 H -1.8708 -3.3115 1.5104  O41 0.963
59 H -1.7637 -0.0266 -1.6252  C35 1.081
60 Cl 2.7329 -0.0228 2.0027  P52 2.016
61 O -3.8065 2.8768 -3.7533  H7 0.961, H54 0.966
62 H -3.8733 5.0823 -1.4238  O67 0.964
63 O -0.8398 2.7483 -2.6707  H9 0.965, H26 0.964
64 H 3.6296 -7.5251 2.6617  O20 0.961
65 F -0.4313 -2.7109 -1.0842  C18 1.345
66 H 0.6606 1.5235 -1.7291  C69 1.094
67 O -3.5066 4.2274 -1.1694  H12 0.964, H62 0.964
68 H -0.0276 -0.8524 -2.4977  C31 1.085
69 C 0.8398 0.6335 -1.1194  H25 1.087, C31 1.532, C55 1.489, H66 1.094
70 C 1.6805 -1.7633 -1.5754  C18 1.560, C31 1.518, F42 1.354, F51 1.358

=====

No. 3
Density functional theory data (the ωB97M-V functional and the def2-TZVPD basis) for a cluster of 11 separate species, C8H36BF4N16O10 in total in a non-equilibrium geometry.

Calculated values
electronic energy	-64755.810	eV
HOMO energy (spin up / spin down)	2.1 / -5.1	eV
total charge	-2
molar mass	603.282	g/mol
expectation value of S²	0.750
HOMO-LUMO gap (spin up / spin down)	1.6808 / 8.8651	eV
LUMO energy (spin up / spin down)	3.816 / 3.804	eV
multiplicity	2

Last columns: bonded neighbours and bond lengths (Å).
Geometry (Å):
1 B -0.3249 0.2690 -1.1062  F40 1.389, F45 1.371, F52 1.354, F55 1.338
2 N 3.4715 -0.0325 1.0568  C30 1.340, H31 1.010, H48 1.010
3 N 5.0416 -0.3551 2.5066  H8 1.010, H21 1.010, C30 1.298
4 N -0.4262 0.3305 2.3785  H15 1.010, H57 1.010, C58 1.298
5 H 3.1951 -1.0501 -1.8410  N73 1.010
6 H -3.1998 -0.4211 1.2912  N36 1.010
7 H -0.4333 5.0743 -0.1411  N50 1.010
8 H 5.0801 0.6514 2.4325  N3 1.010
9 N -1.8870 3.7272 -2.5218  H18 1.010, C53 1.311, H69 1.010
10 N 1.2714 -2.9089 1.0709  H29 1.010, H39 1.010, C68 1.339
11 H 2.6483 4.8342 2.2002  N46 1.010
12 N 4.0139 -2.3300 -3.6564  H23 1.010, C28 1.222, H54 1.010
13 N -4.6368 -1.3170 3.7824  H16 1.010, C37 1.266, H64 1.010
14 H -1.7176 -3.2938 1.8517  N72 1.010
15 H -1.0995 -0.3990 2.5645  N4 1.010
16 H -4.4676 -1.8048 4.6505  N13 1.010
17 H 1.8668 -2.1269 -1.5048  N73 1.010
18 H -2.6211 3.9477 -3.1794  N9 1.010
19 H -0.8471 2.5362 -4.0912  O59 0.957
20 C 3.0684 4.0205 0.5030  N46 1.251, N67 1.301, O74 1.205
21 H 5.7238 -0.9327 2.9769  N3 1.010
22 O 0.5649 -3.8844 2.8976  C68 1.186
23 H 4.2593 -3.0444 -4.3269  N12 1.010
24 O -5.0674 0.0766 -1.9495  C49 1.189
25 N 1.1854 -0.1816 3.7860  H47 1.010, C58 1.310, H71 1.010
26 H -5.1225 -2.8974 -1.1207  N32 1.010
27 O 2.3677 -3.5857 -3.3631  C28 1.180
28 C 3.0126 -2.6533 -3.0352  N12 1.222, O27 1.180, N73 1.310
29 H 2.1768 -2.9174 1.5183  N10 1.010
30 C 4.0768 -0.9246 1.8520  N2 1.340, N3 1.298, O42 1.210
31 H 3.6337 0.9642 1.0369  N2 1.010
32 N -5.3427 -2.1894 -1.8064  H26 1.010, C49 1.314, H63 1.010
33 H -0.1962 3.4936 -0.9161  N50 1.010
34 H -0.9360 -1.4297 -2.9611  O44 0.957
35 O 1.2169 1.7418 2.5839  C58 1.236
36 N -4.0256 -0.6765 1.8136  H6 1.010, C37 1.312, H60 1.010
37 C -3.6654 -1.0135 3.0291  N13 1.266, N36 1.312, O61 1.169
38 H 3.1670 2.7506 -1.0422  N67 1.010
39 H 1.0619 -2.2067 0.3758  N10 1.010
40 F -0.7126 0.3127 -2.4396  B1 1.389
41 O -2.0942 5.8251 -1.7299  C53 1.236
42 O 3.8896 -2.1189 1.8011  C30 1.210
43 H -0.9436 -2.4827 0.5598  N72 1.010
44 O -1.0234 -2.2069 -3.5129  H34 0.957, H51 0.957
45 F -0.6984 1.4620 -0.5439  B1 1.371
46 N 2.3344 4.1723 1.5049  H11 1.010, C20 1.251, H65 1.010
47 H 0.7205 -1.0612 3.9599  N25 1.010
48 H 2.7602 -0.5075 0.5196  N2 1.010
49 C -4.7066 -1.0404 -1.7621  O24 1.189, N32 1.314, N66 1.282
50 N -0.6070 4.4158 -0.8870  H7 1.010, H33 1.010, C53 1.299
51 H -1.2243 -2.9146 -2.9006  O44 0.957
52 F 1.0133 0.1300 -0.9567  B1 1.354
53 C -1.5594 4.7105 -1.7198  N9 1.311, O41 1.236, N50 1.299
54 H 4.7527 -1.6509 -3.5419  N12 1.010
55 F -0.9225 -0.7737 -0.5178  B1 1.338
56 H -0.2823 1.1381 -4.2255  O59 0.957
57 H -0.7143 0.8875 1.5867  N4 1.010
58 C 0.7292 0.6455 2.8788  N4 1.298, N25 1.310, O35 1.236
59 O -0.4684 1.9308 -4.7286  H19 0.957, H56 0.957
60 H -4.8687 -0.2608 1.4442  N36 1.010
61 O -2.5498 -1.2223 3.3071  C37 1.169
62 H 1.8567 2.4769 0.0671  N67 1.010
63 H -6.3056 -2.1415 -2.1073  N32 1.010
64 H -5.5809 -1.2493 3.4300  N13 1.010
65 H 1.7221 3.4240 1.7969  N46 1.010
66 N -3.5038 -1.3153 -1.4147  C49 1.282, H70 1.010, H75 1.010
67 N 2.6243 3.0538 -0.2462  C20 1.301, H38 1.010, H62 1.010
68 C 0.2968 -3.2974 1.9030  N10 1.339, O22 1.186, N72 1.292
69 H -1.8268 2.8396 -2.0436  N9 1.010
70 H -3.2375 -2.2682 -1.6174  N66 1.010
71 H 2.0618 0.0541 4.2293  N25 1.010
72 N -0.8582 -3.0910 1.3615  H14 1.010, H43 1.010, C68 1.292
73 N 2.7487 -1.9477 -1.9634  H5 1.010, H17 1.010, C28 1.310
74 O 3.9747 4.7572 0.2084  C20 1.205
75 H -2.8835 -0.5272 -1.2953  N66 1.010

=====

No. 4
Density functional theory data (the ωB97M-V functional and the def2-TZVPD basis) for a cluster of 13 separate species, C8H36O12 in total in a non-equilibrium geometry.

Calculated values
electronic energy	-33448.017	eV
HOMO energy	-8.6	eV
molar mass	324.364	g/mol
ΔE to the lowest compared entry with this formula, charge and spin	3.100	eV
HOMO-LUMO gap	8.5626	eV
LUMO energy	-0.028	eV

Last columns: bonded neighbours and bond lengths (Å).
Geometry (Å):
1 H 3.0113 1.2860 -3.9477  C34 1.094
2 O -4.2338 0.1711 1.3280  H16 0.966, H23 0.966
3 O 3.5617 0.5268 0.2119  H6 0.966, H38 0.960
4 O -3.4619 -2.8306 -0.3778  H39 0.966, H51 0.967
5 H -1.2949 -2.0873 3.4018  O22 0.960
6 H 2.9745 1.2593 -0.0147  O3 0.966
7 C 0.4316 -2.6030 -0.6595  C29 1.332, H50 1.082, C53 1.476
8 H -1.0742 -0.2103 4.8229  O47 0.964
9 H 0.7939 0.5062 -3.1165  C36 1.091
10 H -2.0117 -2.2734 1.9052  O22 0.953
11 H 3.2371 2.1634 -2.4095  C34 1.091
12 H 0.9826 2.8650 4.3359  O37 0.968
13 H 2.5485 3.5867 0.1702  O46 0.963
14 H 3.8262 -2.2933 -1.1022  O15 0.964
15 O 4.5620 -1.7530 -1.4107  H14 0.964, H55 0.965
16 H -4.4576 0.0002 2.2519  O2 0.966
17 H 0.7601 2.3487 -2.9941  C36 1.084
18 H 3.1716 0.4042 -2.5940  C34 1.089
19 H -4.8106 -1.5288 -2.8175  O42 0.965
20 H 1.8487 -3.8670 -1.6054  C29 1.084
21 H 1.0528 -0.2323 0.4394  C52 1.082
22 O -2.0751 -2.1943 2.8523  H5 0.960, H10 0.953
23 H -4.3041 -0.6955 0.9070  O2 0.966
24 C 0.8596 1.1548 -1.2145  C36 1.523, C43 1.333, C52 1.489
25 O -1.6720 -0.4492 0.3627  H44 0.970, H45 0.961
26 H -0.4701 2.8169 -0.9496  C43 1.085
27 H 1.6468 2.8864 3.0051  O37 0.970
28 H -3.0766 3.3877 -2.2374  O49 0.964
29 C 0.9785 -3.7786 -0.9648  C7 1.332, H20 1.084, H32 1.084
30 H -3.6803 -2.2643 -2.2297  O42 0.972
31 H 3.9135 3.4897 0.9023  O46 0.963
32 H 0.6947 -4.6812 -0.4363  C29 1.084
33 H -1.3320 0.5323 2.5942  O54 0.963
34 C 2.7099 1.3427 -2.8976  H1 1.094, H11 1.091, H18 1.089, C36 1.521
35 H 1.0584 -1.3616 -2.3880  C53 1.078
36 C 1.2066 1.4141 -2.6743  H9 1.091, H17 1.084, C24 1.523, C34 1.521
37 O 1.4083 2.2626 3.7092  H12 0.968, H27 0.970
38 H 3.7519 0.6240 1.1478  O3 0.960
39 H -3.2043 -3.7084 -0.6878  O4 0.966
40 H -3.3933 2.5686 -3.4577  O49 0.963
41 H 0.3683 0.1267 4.8949  O47 0.963
42 O -4.4108 -2.4065 -2.8547  H19 0.965, H30 0.972
43 C 0.1215 2.0176 -0.5154  C24 1.333, H26 1.085, H56 1.086
44 H -2.4038 0.1299 0.6282  O25 0.970
45 H -1.5898 -0.4786 -0.5948  O25 0.961
46 O 3.0155 3.1414 0.8853  H13 0.963, H31 0.963
47 O -0.2417 -0.5753 5.1429  H8 0.964, H41 0.963
48 H -0.0729 1.3607 3.0448  O54 0.978
49 O -3.0063 2.4894 -2.5790  H28 0.964, H40 0.963
50 H -0.2306 -2.5567 0.1946  C7 1.082
51 H -2.7608 -2.6098 0.2509  O4 0.967
52 C 0.9802 -0.2140 -0.6404  H21 1.082, C24 1.489, C53 1.341
53 C 0.8411 -1.3545 -1.3325  C7 1.476, H35 1.078, C52 1.341
54 O -1.0236 1.2028 3.2127  H33 0.963, H48 0.978
55 H 4.1915 -0.8621 -1.3920  O15 0.965
56 H -0.2158 1.8037 0.4943  C43 1.086